Entry 1:
110
Properties=species:S:1:pos:R:3 method="wB97M-V/def2-TZVPD" relative_energy_kcal_mol=17.4 lumo_ev="-1.0 / -1.0" multiplicity=1 total_energy_ev=-97976.7767 gap_ev="4.2 / 4.2"
Ti -1.033 -0.175 0.931
C 0.190 3.624 3.041
C -0.232 4.595 2.123
C -0.878 4.184 0.986
C -1.112 2.814 0.771
N -0.656 1.870 1.650
C -0.032 2.296 2.748
C -1.907 2.299 -0.306
C -2.441 3.056 -1.356
C -3.332 2.467 -2.239
C -3.800 1.181 -1.965
C -3.272 0.475 -0.889
N -2.212 0.970 -0.176
C -3.858 -0.716 -0.318
C -4.939 -1.422 -0.871
C -5.533 -2.424 -0.139
C -5.034 -2.720 1.132
C -3.945 -2.002 1.589
N -3.357 -1.034 0.902
H 0.700 3.910 3.947
H -0.049 5.641 2.307
H -1.221 4.902 0.260
H 0.309 1.524 3.429
H -2.168 4.095 -1.462
H -3.710 3.018 -3.089
H -4.595 0.760 -2.561
H -5.309 -1.170 -1.853
H -6.379 -2.965 -0.534
H -5.493 -3.482 1.740
H -3.534 -2.210 2.572
C -1.304 -4.256 -0.813
C -1.232 -4.977 0.369
C -1.072 -4.319 1.573
C -0.957 -2.924 1.596
C -1.029 -2.161 0.400
C -1.217 -2.870 -0.783
C -0.880 -2.169 2.840
C -0.528 -2.693 4.091
C -0.656 -1.923 5.227
C -1.288 -0.657 5.142
C -1.614 0.134 6.255
C -2.313 1.312 6.105
C -2.747 1.715 4.844
C -2.429 0.968 3.729
C -1.647 -0.191 3.847
N -1.284 -0.873 2.730
H -1.424 -4.778 -1.754
H -1.303 -6.057 0.346
H -1.049 -4.889 2.492
H -1.296 -2.333 -1.731
H -0.127 -3.692 4.161
H -0.335 -2.287 6.191
H -1.319 -0.208 7.237
H -2.559 1.915 6.968
H -3.339 2.612 4.736
H -2.804 1.241 2.746
Te -0.454 0.271 -2.697
C 0.078 -0.701 -4.549
C 0.854 -1.848 -4.581
C 1.306 -2.349 -5.790
C 0.975 -1.715 -6.975
C 0.168 -0.590 -6.950
C -0.279 -0.088 -5.742
C 0.855 1.855 -3.311
C 0.460 3.182 -3.268
C 1.345 4.188 -3.616
C 2.630 3.875 -4.023
C 3.020 2.547 -4.093
C 2.138 1.545 -3.735
H 1.118 -2.343 -3.659
H 1.932 -3.230 -5.804
H 1.352 -2.092 -7.915
H -0.107 -0.096 -7.871
H -0.901 0.797 -5.719
H -0.544 3.432 -2.955
H 1.036 5.222 -3.566
H 3.322 4.662 -4.287
H 4.019 2.292 -4.411
H 2.448 0.511 -3.788
C 2.227 -0.549 2.874
Si 1.752 -0.262 0.989
C 2.801 1.421 0.498
C 1.860 2.436 -0.158
C 3.965 1.201 -0.469
C 3.398 2.086 1.741
C 2.708 -1.873 0.222
C 2.262 -3.111 1.003
C 4.240 -1.856 0.316
C 2.316 -2.078 -1.240
H 3.280 -0.791 2.998
H 1.653 -1.373 3.290
H 2.030 0.319 3.496
H 2.414 3.142 -0.777
H 1.344 3.016 0.596
H 1.118 1.954 -0.794
H 3.653 0.667 -1.362
H 4.772 0.667 0.015
H 4.363 2.167 -0.783
H 2.627 2.371 2.452
H 3.937 2.989 1.449
H 4.102 1.425 2.239
H 2.629 -3.073 2.024
H 2.653 -4.016 0.538
H 1.184 -3.193 1.031
H 4.580 -1.394 1.239
H 4.690 -1.340 -0.524
H 4.616 -2.880 0.304
H 1.244 -2.265 -1.311
H 2.848 -2.932 -1.667
H 2.554 -1.197 -1.836

---

Entry 2:
113
Properties=species:S:1:pos:R:3 method="wB97M-V/def2-TZVPD" lumo_ev=-2.9 multiplicity=1 total_energy_ev=-138490.9646 gap_ev=8.2 total_charge=+1
C -0.103 -6.849 2.212
C 0.640 -6.673 1.282
C 1.550 -6.476 0.147
C 2.866 -5.769 0.556
C 2.932 -4.285 0.172
N 1.617 -3.617 0.207
C 0.979 -3.280 -0.937
C 1.611 -3.425 -2.296
C 2.128 -2.049 -2.759
C 3.566 -1.713 -2.379
C 3.731 -1.193 -0.943
O 2.508 -0.643 -0.483
C 2.639 0.108 0.719
C -0.281 -2.739 -0.862
C -0.892 -2.487 0.363
N -2.153 -1.951 0.416
C -2.412 -0.782 -0.026
C -1.384 0.213 -0.472
C -3.836 -0.328 -0.044
C -0.209 -2.843 1.539
C -0.812 -2.620 2.892
Br -0.684 -0.699 3.301
C -2.221 -3.223 3.103
C -3.389 -2.274 3.353
C 1.043 -3.387 1.433
N 1.822 -3.762 2.537
C 2.404 -2.649 3.335
C 3.917 -2.521 3.133
H -0.819 -6.944 2.993
H 1.012 -5.904 -0.610
H 1.784 -7.455 -0.267
H 3.719 -6.295 0.133
H 2.961 -5.832 1.635
H 3.377 -4.176 -0.807
H 3.585 -3.765 0.862
H 2.381 -4.188 -2.314
H 0.815 -3.730 -2.973
H 2.037 -2.002 -3.845
H 1.463 -1.281 -2.373
H 4.207 -2.587 -2.516
H 3.952 -0.961 -3.067
H 4.053 -1.986 -0.256
H 4.515 -0.431 -0.919
H 2.537 1.171 0.499
H 3.600 -0.073 1.200
H 1.834 -0.185 1.396
H -0.815 -2.486 -1.766
H -1.235 0.102 -1.551
H -0.415 0.067 0.000
H -1.748 1.227 -0.326
H -3.948 0.435 0.731
H -4.482 -1.158 0.230
H -4.105 0.096 -1.009
H -0.169 -3.075 3.636
H -2.180 -3.898 3.956
H -2.465 -3.822 2.226
H -3.297 -1.770 4.314
H -3.478 -1.511 2.586
H -4.319 -2.840 3.370
H 1.305 -4.412 3.113
H 2.192 -2.846 4.383
H 1.920 -1.715 3.048
H 4.123 -1.914 2.249
H 4.329 -3.510 2.928
H 4.415 -2.090 3.996
C 5.137 1.675 3.177
C 6.166 1.090 2.445
C 7.015 1.878 1.688
C 6.833 3.255 1.652
C 5.791 3.839 2.373
C 4.948 3.045 3.141
C 5.552 5.312 2.322
O 4.646 5.813 2.953
C 6.452 6.135 1.468
C 6.223 7.501 1.367
C 7.056 8.285 0.588
C 8.125 7.709 -0.090
C 8.356 6.348 0.002
C 7.518 5.554 0.775
C 7.769 4.088 0.841
O 8.699 3.579 0.253
H 4.478 1.056 3.774
H 6.307 0.016 2.469
H 7.824 1.436 1.122
H 4.150 3.510 3.703
H 5.393 7.941 1.902
H 6.875 9.349 0.509
H 8.778 8.326 -0.694
H 9.183 5.891 -0.523
C -10.180 3.622 -0.203
C -8.882 3.342 0.211
C -7.955 2.850 -0.691
C -8.323 2.627 -2.013
C -9.630 2.894 -2.424
C -10.553 3.399 -1.517
C -10.063 2.633 -3.827
O -11.195 2.872 -4.187
C -9.059 2.064 -4.771
C -9.449 1.769 -6.071
C -8.530 1.252 -6.968
C -7.214 1.034 -6.572
C -6.822 1.322 -5.276
C -7.742 1.832 -4.369
C -7.306 2.112 -2.972
O -6.157 1.924 -2.624
H -10.900 4.014 0.502
H -8.595 3.511 1.241
H -6.942 2.636 -0.380
H -11.560 3.610 -1.849
H -10.472 1.947 -6.370
H -8.836 1.021 -7.979
H -6.496 0.637 -7.277
H -5.802 1.155 -4.959

---

Entry 3:
117
Properties=species:S:1:pos:R:3 method="wB97M-V/def2-TZVPD" relative_energy_kcal_mol=47.6 lumo_ev="-7.2 / -7.2" multiplicity=2 total_energy_ev=-339539.7991 gap_ev="5.5 / 5.5" total_charge=+2
Ru 0.353 -0.867 -0.792
C -4.499 5.681 -0.954
O -3.929 4.379 -1.077
C -4.765 3.319 -1.019
C -6.135 3.378 -0.806
C -6.881 2.204 -0.786
C -6.283 0.974 -1.002
C -4.916 0.911 -1.237
C -4.156 2.071 -1.213
N -2.757 2.061 -1.449
C -1.871 1.201 -0.910
N -2.384 0.541 0.215
C -1.866 -0.352 1.012
C -0.570 -0.984 0.803
C -0.205 -1.963 1.851
C -1.036 -2.236 3.121
C -2.334 -1.535 3.128
C -2.713 -0.678 2.163
O -3.881 -0.004 2.114
C -4.826 -0.193 3.169
N -0.663 0.987 -1.318
C -0.334 1.722 -2.508
C -0.382 1.093 -3.744
C -0.115 1.800 -4.904
C 0.187 3.155 -4.838
C 0.180 3.802 -3.612
C -0.093 3.096 -2.448
O -0.288 3.794 -1.276
C 0.831 3.864 -0.392
H -3.672 6.377 -1.043
H -4.978 5.804 0.019
H -5.221 5.865 -1.751
H -6.626 4.328 -0.658
H -7.948 2.264 -0.621
H -6.876 0.071 -1.021
H -4.439 -0.034 -1.471
H -2.379 2.856 -1.945
H -3.301 0.884 0.512
H 0.856 -1.916 2.085
H -0.501 -2.070 4.059
H -3.001 -1.718 3.961
H -5.151 -1.234 3.206
H -5.668 0.447 2.928
H -4.394 0.106 4.125
H -0.675 0.050 -3.776
H -0.168 1.302 -5.863
H 0.391 3.714 -5.741
H 0.351 4.868 -3.532
H 0.576 4.608 0.355
H 1.721 4.198 -0.930
H 1.032 2.900 0.091
Br 2.034 -0.906 -3.190
C 1.120 -1.841 -4.516
Br -1.530 -2.034 -2.019
H 1.434 -2.850 -4.716
H 0.386 -1.294 -5.080
C 3.463 -1.971 0.768
C 3.293 -2.946 -0.376
As 1.387 -3.139 -0.706
C 1.295 -4.422 -2.135
C 0.166 -5.225 -2.264
C 0.112 -6.178 -3.269
C 1.182 -6.334 -4.140
C 2.312 -5.540 -4.004
C 2.371 -4.582 -3.002
C 0.710 -4.046 0.858
C -0.547 -3.405 1.338
C -1.106 -3.765 2.724
C -0.234 -4.705 3.497
C 0.870 -5.245 2.979
C 1.378 -4.891 1.642
As 2.485 -0.301 0.433
C 2.752 0.544 2.161
C 3.153 1.876 2.198
C 3.465 2.475 3.409
C 3.382 1.748 4.589
C 2.976 0.422 4.557
C 2.654 -0.178 3.347
C 3.710 0.683 -0.696
C 5.093 0.555 -0.579
C 5.928 1.292 -1.404
C 5.392 2.164 -2.342
C 4.017 2.299 -2.460
C 3.180 1.555 -1.639
H 4.505 -1.719 0.961
H 3.064 -2.388 1.694
H 3.740 -3.920 -0.176
H 3.731 -2.551 -1.293
H -0.672 -5.109 -1.589
H -0.765 -6.802 -3.371
H 1.139 -7.081 -4.920
H 3.152 -5.671 -4.673
H 3.262 -3.974 -2.906
H -1.308 -3.383 0.557
H -2.132 -4.136 2.703
H -0.558 -4.986 4.492
H 1.441 -5.958 3.559
H 2.336 -5.300 1.340
H 3.240 2.447 1.281
H 3.793 3.506 3.428
H 3.645 2.211 5.530
H 2.918 -0.152 5.472
H 2.357 -1.220 3.355
H 5.531 -0.103 0.160
H 7.001 1.187 -1.312
H 6.049 2.735 -2.985
H 3.594 2.968 -3.198
H 2.109 1.636 -1.751
C -0.243 3.838 3.251
S -0.460 2.183 2.568
C -0.451 1.275 4.126
H 0.660 3.866 3.861
H -1.106 4.125 3.849
H -0.136 4.538 2.428
H -1.345 1.489 4.712
H 0.438 1.535 4.699
H -0.411 0.210 3.902

---

Entry 4:
119
Properties=species:S:1:pos:R:3 method="wB97M-V/def2-TZVPD" lumo_ev="3.7 / 3.7" multiplicity=3 total_energy_ev=-120897.0233 gap_ev="4.5 / 4.5" total_charge=-2
Pr -0.510 0.180 -0.174
C -4.658 4.243 0.335
O -3.561 3.421 0.563
C -2.470 3.942 1.241
C -2.424 5.176 1.851
C -1.248 5.590 2.478
C -0.128 4.791 2.439
C -0.138 3.534 1.820
C 1.087 2.799 1.695
N 1.235 1.683 1.039
N 2.519 1.277 0.888
C 2.646 0.042 0.270
O 1.817 -0.944 0.947
C 4.130 -0.288 0.342
C 5.020 0.552 -0.321
C 6.382 0.347 -0.240
C 6.884 -0.700 0.515
C 6.007 -1.517 1.208
C 4.641 -1.310 1.131
C -1.357 3.052 1.261
O -1.482 1.869 0.773
H -5.327 3.659 -0.298
H -4.389 5.171 -0.188
H -5.176 4.511 1.268
H -3.286 5.831 1.863
H -1.220 6.549 2.982
H 0.796 5.135 2.890
H 1.988 3.263 2.111
H 4.628 1.377 -0.888
H 7.058 1.010 -0.765
H 7.952 -0.875 0.568
H 6.390 -2.327 1.818
H 3.983 -1.951 1.695
C -1.169 3.506 -2.534
Si -1.426 1.553 -2.603
C -1.094 1.271 -4.542
C -3.408 1.512 -2.604
C -4.082 2.330 -3.510
C -5.460 2.424 -3.546
C -6.213 1.696 -2.643
C -5.563 0.883 -1.734
C -4.175 0.762 -1.701
Si -3.431 -0.408 -0.311
C -4.356 -2.109 -0.761
C -4.488 0.206 1.224
H -0.317 3.812 -3.140
H -0.971 3.805 -1.506
H -2.039 4.071 -2.869
H -1.538 2.039 -5.170
H -1.478 0.310 -4.878
H -0.024 1.278 -4.732
H -3.506 2.923 -4.208
H -5.950 3.070 -4.269
H -7.297 1.766 -2.648
H -6.156 0.321 -1.025
H -5.397 -2.125 -0.447
H -3.863 -2.954 -0.284
H -4.333 -2.280 -1.834
H -5.346 -0.429 1.454
H -4.846 1.213 1.034
H -3.862 0.267 2.110
C 3.368 3.025 -3.831
C 2.600 3.315 -2.712
C 2.188 2.320 -1.851
C 2.559 0.981 -2.072
C 3.299 0.699 -3.233
C 3.695 1.703 -4.089
N 2.167 -0.044 -1.208
N 2.424 -1.325 -1.774
C 2.306 -2.357 -0.952
C 2.531 -3.680 -1.407
C 2.378 -4.765 -0.576
C 2.011 -4.611 0.754
C 1.834 -3.322 1.252
C 1.956 -2.230 0.425
H 3.697 3.812 -4.497
H 2.297 4.334 -2.513
H 1.562 2.584 -1.011
H 3.564 -0.328 -3.431
H 4.280 1.455 -4.968
H 2.834 -3.814 -2.436
H 2.563 -5.764 -0.965
H 1.871 -5.470 1.398
H 1.596 -3.174 2.302
C -1.472 -3.927 -3.180
S -1.019 -2.129 -3.026
C 0.549 -2.282 -3.970
O -0.620 -1.961 -1.612
H -0.711 -4.525 -2.692
H -1.550 -4.172 -4.234
H -2.430 -4.074 -2.694
H 0.368 -1.954 -4.988
H 0.914 -3.302 -3.948
H 1.278 -1.643 -3.456
N -0.998 -1.533 1.680
S -2.351 -2.220 2.085
C -2.487 -2.147 3.887
C -3.607 -1.554 4.466
C -3.702 -1.451 5.836
C -2.687 -1.948 6.651
C -1.572 -2.546 6.073
C -1.466 -2.638 4.704
C -2.068 -4.014 2.010
C -1.339 -4.518 0.934
C -1.223 -5.883 0.768
C -1.857 -6.753 1.648
C -2.619 -6.246 2.697
C -2.737 -4.884 2.870
H -0.206 -1.889 2.216
H -4.397 -1.186 3.829
H -4.570 -0.988 6.286
H -2.764 -1.871 7.726
H -0.783 -2.940 6.702
H -0.599 -3.099 4.251
H -0.850 -3.824 0.265
H -0.624 -6.279 -0.039
H -1.764 -7.823 1.522
H -3.124 -6.924 3.376
H -3.329 -4.482 3.680